1.
25
Properties=species:S:1:pos:R:3:forces:R:3 method="wB97M-V/def2-TZVPD" fmax_ev_per_a=3.55 de_lowest_ev=2.565 homo_ha=-0.5037 orbital_gap_ev=10.51 total_charge=+1 lumo_energy_ha=-0.1175
C 0.689 3.215 -0.140 -1.9 2.3 1.9
C 0.812 1.975 -0.197 0.7 -3.2 -0.4
C 1.071 0.712 -0.216 0.0 -0.6 -0.5
C 2.199 -0.075 0.435 1.1 -0.1 -3.3
C 2.070 -1.520 -0.144 1.4 -1.1 0.3
C 1.094 -1.365 -1.263 0.5 -0.4 -2.4
N 0.170 -0.283 -0.855 -1.5 0.4 -0.9
C -0.903 -0.731 0.124 -0.2 2.2 -1.4
C -2.203 0.129 -0.269 1.1 0.6 -0.7
C -3.260 0.381 0.800 1.7 -0.1 1.8
O -2.171 0.712 -1.361 -0.3 -1.6 2.3
H 0.900 3.859 -0.908 1.0 1.5 -1.8
H 0.115 3.647 0.672 0.1 0.1 0.2
H 3.164 0.290 0.019 -0.5 0.3 1.0
H 2.058 0.024 1.463 0.5 -0.2 1.7
H 2.995 -2.079 -0.553 -1.0 1.6 0.7
H 1.784 -2.197 0.647 -0.7 -0.2 0.2
H 1.644 -0.994 -2.201 -0.8 -0.2 1.4
H 0.550 -2.255 -1.641 0.1 0.4 0.7
H -0.453 -0.037 -1.721 1.3 0.7 1.6
H -0.870 -1.733 -0.170 -1.3 -2.0 0.7
H -0.633 -0.479 1.141 0.2 -0.4 0.1
H -3.639 -0.497 1.407 0.7 0.8 -1.0
H -2.841 1.147 1.589 -0.5 -1.4 -1.6
H -4.030 0.864 0.284 -1.5 0.7 -0.5

2.
25
Properties=species:S:1:pos:R:3:forces:R:3 method="wB97M-V/def2-TZVPD" fmax_ev_per_a=3.99 de_lowest_ev=1.084 homo_ha=-0.5172 orbital_gap_ev=9.87 total_charge=+1 lumo_energy_ha=-0.1546
C -1.189 -0.648 1.863 1.2 -1.4 -0.3
C -0.268 -0.802 0.698 0.3 -2.4 0.2
C 1.139 -1.348 1.162 -1.4 -2.4 -2.3
C -0.911 -1.793 -0.294 -1.5 -1.9 3.1
N -0.014 0.404 -0.011 1.7 2.2 -2.8
C -0.598 1.592 0.377 1.3 -2.4 -2.0
C -0.369 2.689 -0.392 -2.1 1.4 1.7
C 0.492 2.690 -1.439 1.2 0.1 0.1
C 1.077 1.520 -1.862 -0.1 0.8 -0.2
C 0.782 0.349 -1.154 -0.1 0.1 -1.1
O 1.214 -0.850 -1.630 -0.5 0.7 0.9
H -2.175 -0.523 1.618 -2.6 0.6 -0.9
H -1.178 -1.560 2.425 0.3 -0.5 0.3
H -0.874 0.116 2.465 0.8 1.8 2.1
H 1.828 -0.644 1.514 0.7 1.4 0.5
H 1.010 -2.113 1.953 0.1 0.3 -0.7
H 1.537 -1.798 0.174 -0.1 0.4 2.3
H -0.192 -2.435 -0.619 2.2 -1.1 -2.1
H -1.342 -2.612 0.354 -0.4 1.1 -0.2
H -1.680 -1.585 -1.018 0.0 0.9 -0.2
H -1.211 1.280 1.173 -1.0 1.6 0.9
H -0.940 3.600 -0.222 0.3 -0.1 0.5
H 0.806 3.670 -1.780 -0.2 -0.3 -0.7
H 1.690 1.680 -2.766 0.0 -1.2 0.7
H 1.366 -0.878 -2.589 0.0 0.5 0.3

3.
27
Properties=species:S:1:pos:R:3:forces:R:3 method="wB97M-V/def2-TZVPD" fmax_ev_per_a=4.16 de_lowest_ev=5.428 homo_ha=-0.4310 orbital_gap_ev=9.06 total_charge=+1 lumo_energy_ha=-0.0981
C 2.676 2.118 -1.466 0.2 0.2 -1.4
C 2.065 2.599 -0.546 1.5 -0.9 -2.2
C -2.223 -0.958 -1.500 -1.2 -0.1 -2.0
C -1.828 0.010 -0.466 2.0 -1.7 -1.2
C -1.576 -2.110 -1.756 -0.5 -0.3 -0.8
C -2.128 1.663 0.952 0.2 -0.8 4.1
C -0.612 0.348 0.030 0.3 -1.0 -1.5
C 1.345 -0.456 1.959 1.0 -1.4 0.9
C 1.361 -1.144 0.639 0.3 0.8 -1.2
N 0.778 -0.127 -0.404 -2.8 0.1 0.6
O -2.752 0.829 0.007 -1.4 1.5 0.7
O -0.742 1.397 0.871 2.1 0.9 -0.6
O 0.643 -2.343 0.495 1.1 2.0 -1.8
H 3.113 1.880 -2.467 -0.3 0.0 1.7
H 1.447 3.171 0.028 -1.1 0.9 1.7
H -3.123 -0.682 -2.231 2.1 -0.2 1.9
H -1.803 -2.725 -2.683 0.1 0.9 1.4
H -0.841 -2.524 -1.067 -0.1 0.2 -0.3
H -2.310 2.743 0.922 -0.3 -0.4 -0.8
H -2.273 1.323 2.080 -1.0 0.5 -2.2
H 0.387 -0.613 2.354 -1.6 0.2 0.8
H 2.021 -1.039 2.595 0.0 0.2 0.1
H 1.621 0.588 2.044 0.1 0.1 -0.6
H 2.374 -1.283 0.305 0.5 -0.2 -0.4
H 0.568 -0.615 -1.272 -0.1 -0.6 -0.2
H 1.406 0.670 -0.730 -0.4 -0.4 1.1
H 0.403 -2.720 1.307 -0.6 -0.6 2.0

4.
27
Properties=species:S:1:pos:R:3:forces:R:3 method="wB97M-V/def2-TZVPD" fmax_ev_per_a=5.70 de_lowest_ev=1.305 homo_ha=-0.4603 orbital_gap_ev=8.92 total_charge=+1 lumo_energy_ha=-0.1324
C -0.094 -1.280 -4.507 -0.9 -0.3 -2.2
C -0.942 -0.242 -4.141 -0.3 -0.4 -1.7
C 0.631 -1.985 -3.606 0.6 -0.9 -0.8
C -0.974 0.203 -2.865 0.7 -1.2 0.9
C 0.662 -1.566 -2.313 -0.2 -0.2 1.4
C -0.257 -0.570 -1.915 1.3 1.0 0.9
C 1.483 0.324 3.622 4.2 0.5 -1.4
C -0.344 -0.169 -0.498 2.5 -1.7 -1.6
C -0.595 1.146 3.003 -1.0 5.6 -0.7
N 0.785 0.971 2.524 -1.4 -3.3 1.4
O 0.396 -0.571 0.413 -0.8 0.2 -0.5
O -1.255 0.031 3.223 0.0 -0.9 1.2
O -1.187 1.975 1.969 -0.5 0.0 1.4
H 0.062 -1.655 -5.550 -0.9 0.8 0.8
H -1.691 0.143 -4.820 0.6 0.4 -0.5
H 1.045 -2.884 -4.063 0.8 0.3 0.9
H -1.443 1.158 -2.747 -0.7 0.1 1.0
H 1.409 -1.987 -1.623 -0.9 0.0 0.0
H 1.673 0.871 4.509 -0.1 1.2 0.5
H 1.026 -0.539 3.902 -1.7 -2.4 0.5
H 2.460 0.030 3.184 -0.3 0.1 0.6
H -1.089 0.543 -0.401 -1.7 1.8 1.2
H 1.209 1.766 2.154 0.7 2.0 -0.5
H 0.729 0.233 1.758 -0.2 0.5 -0.4
H -0.563 1.917 3.872 0.1 -2.3 -0.6
H -1.382 -0.458 2.412 -0.2 -0.4 -0.7
H -1.752 2.590 2.504 0.4 -0.6 -1.3

5.
24
Properties=species:S:1:pos:R:3:forces:R:3 method="wB97M-V/def2-TZVPD" fmax_ev_per_a=4.52 de_lowest_ev=2.047 homo_ha=-0.3239 orbital_gap_ev=9.60 total_charge=0 lumo_energy_ha=0.0289
C -0.934 2.538 -1.846 0.5 2.2 1.4
C -1.111 1.261 -1.155 -1.0 -2.7 0.7
C -1.277 1.110 0.249 -0.6 3.1 0.0
C -1.412 -0.127 0.856 -0.2 2.2 -1.1
C -1.292 -1.252 0.069 0.7 -0.7 0.5
O -1.012 -2.361 0.858 -3.5 -2.7 -1.0
C -1.216 -1.267 -1.304 0.0 3.9 0.2
C -1.123 0.097 -1.894 0.4 -3.2 -0.3
H -0.634 3.217 -0.939 -0.3 -0.4 -2.3
H -1.773 2.997 -2.437 0.4 -0.7 1.0
H -0.140 2.373 -2.571 0.4 0.6 0.1
H -1.359 2.181 0.754 0.1 -2.7 -0.3
H -1.695 -0.246 1.875 0.4 0.0 0.7
H -1.820 -2.994 0.695 2.5 1.3 0.7
H -1.226 -2.199 -1.824 0.3 -0.2 -0.6
H -0.874 0.141 -2.970 -0.5 0.0 0.5
C 1.982 -0.913 0.836 -0.5 -1.1 -0.1
C 2.817 -0.510 2.054 -0.8 -0.6 0.3
H 1.689 -0.005 0.331 0.6 0.3 -1.0
H 2.628 -1.660 0.215 -1.8 1.3 0.7
H 0.902 -1.249 1.105 2.4 -0.4 -0.1
H 2.913 -1.435 2.709 0.6 1.5 -0.6
H 2.241 0.251 2.567 -0.2 0.0 0.6
H 3.724 0.054 1.768 0.0 -1.0 0.2

6.
24
Properties=species:S:1:pos:R:3:forces:R:3 method="wB97M-V/def2-TZVPD" fmax_ev_per_a=2.26 de_lowest_ev=0.777 homo_ha=-0.3058 orbital_gap_ev=9.16 total_charge=0 lumo_energy_ha=0.0307
C 2.309 1.281 -0.420 0.1 -2.1 0.8
C 0.862 1.201 0.030 1.3 1.7 0.5
C 0.152 2.403 -0.038 -0.9 0.1 -0.3
C -1.152 2.511 0.417 0.5 -0.9 0.0
C -1.686 1.398 1.061 -0.6 0.3 0.2
O -3.014 1.485 1.364 -0.4 0.7 -0.1
C -0.900 0.306 1.383 0.1 0.4 0.4
C 0.393 0.210 0.871 -1.1 -0.1 0.0
H 2.910 1.673 0.403 0.0 0.6 -0.3
H 2.513 1.718 -1.389 -0.2 0.4 0.1
H 2.683 0.247 -0.455 0.0 0.1 -0.4
H 0.572 3.305 -0.469 0.3 -0.3 -0.2
H -1.733 3.403 0.275 -0.2 0.2 0.0
H -3.379 0.830 1.958 0.5 -0.4 0.1
H -1.266 -0.352 2.164 0.0 -0.4 -0.4
H 0.915 -0.700 1.114 0.5 0.1 -0.1
C 0.574 -2.143 -1.164 0.0 0.4 0.3
C -0.609 -3.047 -0.884 0.0 -1.6 -0.3
H 0.222 -1.122 -1.129 0.3 0.3 -0.1
H 1.406 -2.259 -0.467 -0.2 0.0 0.2
H 1.033 -2.293 -2.143 -0.4 -0.3 -0.1
H -0.288 -4.096 -0.958 -0.1 0.1 -0.4
H -1.404 -2.876 -1.611 0.1 -0.1 -0.1
H -1.113 -3.083 0.085 0.4 0.9 0.2

7.
24
Properties=species:S:1:pos:R:3:forces:R:3 method="wB97M-V/def2-TZVPD" fmax_ev_per_a=1.28 de_lowest_ev=0.448 homo_ha=-0.3076 orbital_gap_ev=9.21 total_charge=0 lumo_energy_ha=0.0310
C -2.140 1.980 0.089 -0.9 0.8 -0.2
C -1.517 0.628 -0.062 0.9 0.7 0.5
C -1.533 -0.242 1.028 -0.5 0.6 -0.4
C -0.888 -1.460 1.016 -0.2 -0.3 -0.4
C -0.089 -1.775 -0.079 0.1 0.4 0.6
O 0.805 -2.799 -0.087 0.1 -0.5 -0.7
C -0.045 -0.902 -1.151 0.3 -0.1 -0.7
C -0.715 0.306 -1.151 -0.3 -0.7 0.2
H -3.069 2.099 -0.482 0.1 -0.3 -0.2
H -1.528 2.829 -0.229 0.3 -0.3 0.0
H -2.450 2.196 1.110 0.2 -0.2 0.2
H -2.034 0.141 1.907 -0.2 -0.5 0.1
H -1.098 -2.192 1.781 0.4 0.0 0.4
H 0.720 -3.423 0.636 -0.4 0.2 0.2
H 0.555 -1.164 -2.013 0.2 -0.1 0.1
H -0.540 0.970 -1.988 -0.3 0.1 0.0
C 2.519 1.489 -0.626 -0.3 -0.3 0.5
C 2.394 1.690 0.884 -0.4 -0.3 0.4
H 3.151 2.264 -1.068 0.1 -0.5 -0.1
H 2.872 0.459 -0.741 0.5 0.3 -0.5
H 1.556 1.471 -1.140 0.0 0.4 0.2
H 1.998 2.660 1.201 0.2 0.0 -0.2
H 3.335 1.490 1.399 0.2 0.4 -0.2
H 1.737 0.935 1.320 -0.3 0.0 -0.2

8.
24
Properties=species:S:1:pos:R:3:forces:R:3 method="wB97M-V/def2-TZVPD" fmax_ev_per_a=1.67 de_lowest_ev=0.429 homo_ha=-0.3122 orbital_gap_ev=9.37 total_charge=0 lumo_energy_ha=0.0322
C 1.234 -1.033 1.806 -0.6 0.4 -0.3
C 0.101 -1.193 0.822 0.4 0.3 0.0
C -1.202 -1.313 1.273 -0.5 0.2 -0.4
C -2.218 -1.611 0.369 -0.1 0.1 0.2
C -1.970 -1.633 -0.994 -0.3 -0.3 -0.1
O -2.956 -1.955 -1.902 -0.4 0.4 0.3
C -0.690 -1.418 -1.466 0.3 -0.2 -0.1
C 0.339 -1.255 -0.545 0.0 -0.4 -0.5
H 2.075 -0.509 1.354 0.2 -0.2 0.0
H 1.506 -2.020 2.157 0.4 -0.1 0.2
H 0.893 -0.425 2.642 0.1 -0.1 0.2
H -1.456 -1.106 2.308 0.1 -0.4 0.0
H -3.209 -1.873 0.718 -0.1 0.2 0.1
H -3.821 -1.720 -1.519 0.6 -0.3 -0.2
H -0.492 -1.469 -2.538 -0.1 0.0 0.3
H 1.348 -1.287 -0.945 0.0 0.4 0.3
C 1.915 2.379 -0.850 -1.0 1.3 0.1
C 0.760 3.019 -0.031 -0.5 -0.3 -0.3
H 1.539 1.849 -1.723 0.0 -0.7 0.4
H 2.462 3.194 -1.315 0.6 0.0 0.2
H 2.528 1.830 -0.151 0.4 -0.5 -0.5
H 0.859 2.829 1.042 0.1 0.1 -0.2
H -0.224 2.630 -0.323 0.2 -0.1 0.1
H 0.679 4.092 -0.192 0.2 0.1 0.1

9.
24
Properties=species:S:1:pos:R:3:forces:R:3 method="wB97M-V/def2-TZVPD" fmax_ev_per_a=1.87 de_lowest_ev=0.785 homo_ha=-0.3074 orbital_gap_ev=9.25 total_charge=0 lumo_energy_ha=0.0325
C -1.468 -1.787 1.103 1.3 1.4 0.1
C -0.452 -1.219 0.123 0.5 -1.6 0.3
C -0.528 -1.494 -1.252 -0.7 0.6 1.0
C 0.371 -0.964 -2.148 -0.2 -0.4 0.2
C 1.447 -0.227 -1.656 -0.2 0.6 -0.7
O 2.208 0.400 -2.604 0.3 -0.1 -0.2
C 1.638 -0.085 -0.303 -0.1 -0.6 0.8
C 0.716 -0.657 0.593 0.8 0.9 -0.8
H -0.926 -1.900 2.044 -0.2 -0.4 0.1
H -1.893 -2.724 0.784 -0.4 -0.1 -0.1
H -2.173 -0.981 1.303 -0.6 -0.4 -0.1
H -1.397 -2.082 -1.514 0.1 0.0 -0.6
H 0.213 -1.127 -3.203 0.3 0.1 -0.2
H 2.881 0.973 -2.220 -0.1 -0.2 0.2
H 2.519 0.376 0.127 0.1 0.2 -0.3
H 1.013 -0.608 1.634 -0.5 0.0 0.2
C -1.924 2.570 3.046 0.0 0.9 -1.1
C -1.169 2.217 1.731 -0.8 0.8 -0.3
H -1.933 3.658 2.959 0.1 0.1 1.0
H -2.995 2.362 3.039 0.2 -0.7 -0.1
H -1.492 2.230 3.978 0.2 0.0 0.1
H -0.375 1.479 1.724 -0.3 -0.3 0.2
H -1.917 2.038 0.954 0.2 -0.7 0.0
H -0.735 3.142 1.340 0.4 -0.1 0.2